Entry 1:
{
  "formula": "C52H45N2O15",
  "method": "ωB97M-V/def2-TZVPD",
  "e_above_lowest_kj_mol": 0.00,
  "total_charge": 1,
  "e_tot_ev": -88332.6567,
  "lumo_energy_ev": -3.848,
  "largest_force_ev_per_a": 1.283,
  "species": ["O", "C", "O", "C", "C", "C", "N", "C", "C", "C", "C", "C", "O", "N", "C", "C", "C", "C", "C", "C", "C", "H", "H", "H", "H", "H", "H", "H", "H", "H", "H", "H", "H", "H", "H", "H", "H", "H", "H", "H", "H", "H", "C", "C", "C", "O", "C", "C", "C", "O", "H", "H", "H", "H", "C", "C", "C", "O", "C", "C", "C", "O", "H", "H", "H", "H", "C", "C", "C", "O", "C", "C", "C", "O", "H", "H", "H", "H", "C", "C", "C", "O", "C", "C", "C", "O", "H", "H", "H", "H", "C", "C", "C", "O", "C", "C", "C", "O", "H", "H", "H", "H", "C", "C", "C", "O", "C", "C", "C", "O", "H", "H", "H", "H"],
  "positions_angstrom": [[-5.168, -2.995, 6.283], [-6.098, -2.272, 6.208], [-7.035, -2.433, 5.229], [-7.206, -1.262, 4.436], [-6.807, -1.604, 2.988], [-5.569, -0.933, 2.529], [-4.406, -1.453, 2.703], [-3.301, -0.654, 2.130], [-3.920, 0.754, 2.140], [-3.621, 1.483, 3.463], [-4.639, 1.262, 4.585], [-4.624, 2.358, 5.632], [-4.091, 2.165, 6.678], [-5.283, 3.616, 5.366], [-6.623, 3.429, 4.861], [-7.682, 3.306, 5.751], [-8.973, 3.104, 5.264], [-9.210, 3.033, 3.895], [-8.154, 3.183, 2.995], [-6.866, 3.380, 3.482], [-5.390, 0.382, 1.845], [-6.250, -1.461, 6.928], [-8.234, -0.917, 4.461], [-6.602, -0.463, 4.854], [-7.620, -1.419, 2.294], [-6.615, -2.675, 2.970], [-4.274, -2.341, 3.178], [-2.338, -0.782, 2.603], [-3.262, -0.965, 1.086], [-3.526, 1.318, 1.301], [-3.477, 2.550, 3.305], [-2.674, 1.098, 3.827], [-5.656, 1.151, 4.221], [-4.385, 0.356, 5.131], [-4.753, 4.162, 4.696], [-7.516, 3.370, 6.815], [-9.809, 3.002, 5.938], [-10.200, 2.880, 3.495], [-8.306, 3.140, 1.927], [-6.026, 3.508, 2.812], [-6.074, 1.168, 2.154], [-5.574, 0.215, 0.781], [0.956, -2.944, 1.174], [0.212, -1.897, 0.831], [-0.797, -1.994, -0.249], [-1.477, -1.034, -0.564], [-0.945, -3.297, -0.938], [-0.201, -4.345, -0.597], [0.806, -4.250, 0.487], [1.491, -5.201, 0.798], [1.703, -2.895, 1.955], [0.315, -0.931, 1.312], [-1.679, -3.343, -1.732], [-0.289, -5.303, -1.093], [5.777, -3.092, 1.566], [4.594, -2.718, 1.088], [4.240, -1.281, 0.952], [3.158, -0.936, 0.515], [5.254, -0.279, 1.362], [6.438, -0.657, 1.839], [6.795, -2.090, 1.980], [7.872, -2.435, 2.412], [6.057, -4.133, 1.675], [3.844, -3.436, 0.779], [4.979, 0.763, 1.253], [7.195, 0.056, 2.144], [3.960, -3.913, -3.468], [2.697, -4.182, -3.153], [1.575, -3.663, -3.975], [0.420, -3.908, -3.680], [1.909, -2.837, -5.157], [3.172, -2.567, -5.474], [4.298, -3.083, -4.656], [5.450, -2.841, -4.938], [4.796, -4.279, -2.885], [2.429, -4.787, -2.294], [1.080, -2.470, -5.739], [3.435, -1.966, -6.335], [6.793, 4.606, 1.042], [7.732, 5.318, 1.659], [8.055, 5.087, 3.090], [8.906, 5.732, 3.659], [7.291, 4.027, 3.804], [6.354, 3.316, 3.183], [6.037, 3.554, 1.754], [5.184, 2.902, 1.179], [6.544, 4.763, 0.001], [8.296, 6.092, 1.154], [7.543, 3.874, 4.845], [5.786, 2.541, 3.683], [-0.754, -3.367, -10.827], [0.135, -2.688, -10.106], [0.327, -2.967, -8.663], [1.137, -2.346, -8.004], [-0.506, -4.033, -8.051], [-1.394, -4.712, -8.771], [-1.588, -4.433, -10.217], [-2.397, -5.052, -10.872], [-0.912, -3.179, -11.881], [0.754, -1.908, -10.530], [-0.349, -4.223, -6.995], [-2.012, -5.493, -8.346], [5.846, 3.940, -2.618], [5.303, 3.330, -3.668], [5.193, 4.008, -4.984], [4.694, 3.452, -5.937], [5.715, 5.394, -5.085], [6.258, 6.005, -4.036], [6.367, 5.328, -2.721], [6.866, 5.896, -1.768], [5.929, 3.457, -1.653], [4.917, 2.319, -3.615], [5.626, 5.870, -6.053], [6.643, 7.016, -4.088]],
  "lowdin_charge": [0.13, -0.34, -0.03, -0.14, -0.03, -0.17, 0.18, -0.06, -0.23, -0.11, -0.12, -0.43, 0.16, 0.10, -0.27, -0.01, -0.06, -0.08, -0.08, -0.06, -0.04, 0.16, 0.14, 0.09, 0.14, 0.14, 0.19, 0.14, 0.12, 0.15, 0.12, 0.12, 0.08, 0.12, 0.13, 0.12, 0.11, 0.10, 0.10, 0.11, 0.11, 0.16, 0.01, 0.01, -0.38, 0.07, 0.01, 0.02, -0.38, 0.11, 0.12, 0.12, 0.12, 0.13, 0.03, 0.02, -0.37, 0.09, 0.03, 0.03, -0.38, 0.12, 0.13, 0.10, 0.09, 0.12, 0.03, 0.02, -0.37, 0.08, 0.01, 0.03, -0.38, 0.12, 0.12, 0.11, 0.09, 0.12, 0.02, 0.04, -0.38, 0.12, 0.03, 0.01, -0.37, 0.07, 0.07, 0.13, 0.12, 0.12, 0.03, 0.02, -0.37, 0.09, 0.02, 0.03, -0.38, 0.12, 0.12, 0.12, 0.11, 0.12, 0.03, 0.03, -0.38, 0.11, 0.03, 0.02, -0.36, 0.09, 0.11, 0.12, 0.12, 0.12]
}

---

Entry 2:
{
  "formula": "C52H46CdN6OP2Se",
  "method": "ωB97M-V/def2-TZVPD",
  "total_charge": 0,
  "e_tot_ev": -154149.0199,
  "lumo_energy_ev": -0.013,
  "largest_force_ev_per_a": 0.481,
  "species": ["Cd", "C", "C", "N", "N", "C", "O", "C", "C", "C", "C", "C", "C", "C", "C", "C", "C", "C", "N", "H", "H", "H", "H", "H", "H", "H", "H", "H", "H", "H", "H", "C", "P", "C", "C", "C", "C", "C", "C", "C", "C", "C", "C", "C", "C", "C", "C", "C", "C", "C", "P", "C", "C", "C", "C", "C", "C", "C", "C", "C", "C", "C", "C", "N", "H", "H", "H", "H", "H", "H", "H", "H", "H", "H", "H", "H", "H", "H", "H", "H", "H", "H", "H", "H", "H", "H", "H", "H", "H", "H", "C", "N", "C", "Se", "N", "C", "C", "C", "C", "C", "C", "H", "H", "H", "H", "H", "H", "H", "H"],
  "positions_angstrom": [[-0.113, -0.275, 0.171], [0.664, -4.618, -0.889], [0.194, -3.198, -0.901], [0.831, -2.253, -0.319], [2.036, -2.503, 0.256], [2.303, -1.662, 1.258], [1.479, -0.861, 1.788], [3.699, -1.726, 1.797], [4.615, -2.671, 1.346], [5.909, -2.681, 1.848], [6.295, -1.747, 2.802], [5.380, -0.808, 3.260], [4.085, -0.800, 2.760], [-1.077, -2.838, -1.583], [-1.721, -3.754, -2.410], [-2.926, -3.408, -3.000], [-3.463, -2.155, -2.753], [-2.749, -1.293, -1.937], [-1.591, -1.620, -1.369], [1.540, -4.695, -0.255], [0.927, -4.963, -1.894], [-0.122, -5.274, -0.504], [4.299, -3.390, 0.602], [6.619, -3.422, 1.501], [7.310, -1.748, 3.183], [5.677, -0.083, 4.007], [3.359, -0.071, 3.094], [-1.278, -4.724, -2.591], [-3.437, -4.109, -3.650], [-4.408, -1.845, -3.177], [-3.115, -0.295, -1.721], [-0.076, 2.892, -1.135], [-1.176, 1.732, -2.088], [-2.149, 2.914, -3.104], [-3.438, 3.230, -2.676], [-4.225, 4.127, -3.392], [-3.731, 4.711, -4.549], [-2.442, 4.415, -4.977], [-1.655, 3.527, -4.258], [-0.171, 0.843, -3.339], [-0.770, 0.377, -4.512], [-0.142, -0.583, -5.296], [1.090, -1.107, -4.917], [1.698, -0.645, -3.759], [1.070, 0.319, -2.981], [-0.585, 2.842, 0.278], [-1.280, 3.752, 1.044], [-1.620, 3.086, 2.259], [-1.115, 1.808, 2.160], [-1.113, 0.664, 3.133], [-1.697, -0.864, 2.282], [-3.502, -0.632, 2.091], [-4.236, 0.337, 2.769], [-5.605, 0.449, 2.572], [-6.263, -0.414, 1.705], [-5.541, -1.380, 1.016], [-4.167, -1.473, 1.196], [-1.591, -2.182, 3.548], [-0.794, -2.041, 4.683], [-0.652, -3.091, 5.584], [-1.300, -4.296, 5.361], [-2.091, -4.449, 4.229], [-2.228, -3.405, 3.327], [-0.477, 1.660, 0.954], [0.956, 2.531, -1.157], [-0.126, 3.892, -1.559], [-3.819, 2.774, -1.767], [-5.226, 4.363, -3.050], [-4.349, 5.393, -5.120], [-2.050, 4.880, -5.874], [-0.650, 3.298, -4.596], [-1.737, 0.762, -4.816], [-0.622, -0.931, -6.202], [1.563, -1.876, -5.516], [2.654, -1.050, -3.441], [1.558, 0.655, -2.074], [-1.508, 4.775, 0.773], [-2.155, 3.501, 3.102], [-0.083, 0.443, 3.422], [-1.687, 0.887, 4.030], [-3.741, 1.020, 3.447], [-6.162, 1.218, 3.093], [-7.332, -0.326, 1.556], [-6.044, -2.051, 0.329], [-3.599, -2.197, 0.622], [-0.274, -1.111, 4.872], [-0.029, -2.963, 6.461], [-1.186, -5.114, 6.061], [-2.599, -5.389, 4.044], [-2.848, -3.541, 2.448], [5.429, -0.144, -2.378], [4.761, 1.101, -2.716], [3.967, 1.809, -1.869], [3.526, 1.409, -0.149], [3.514, 2.869, -2.585], [4.011, 2.855, -3.883], [3.832, 3.695, -4.966], [4.488, 3.359, -6.144], [5.289, 2.219, -6.229], [5.465, 1.378, -5.136], [4.811, 1.721, -3.966], [4.961, -0.553, -1.486], [6.487, 0.026, -2.176], [5.324, -0.846, -3.206], [2.917, 3.563, -2.169], [3.206, 4.577, -4.904], [4.374, 3.997, -7.012], [5.781, 1.984, -7.165], [6.088, 0.494, -5.199]],
  "lowdin_charge": [1.33, -0.03, -0.29, -0.06, 0.04, -0.52, -0.18, -0.18, -0.04, -0.09, -0.10, -0.08, -0.05, -0.23, -0.01, -0.05, -0.05, -0.18, 0.04, 0.06, 0.09, 0.09, 0.10, 0.10, 0.10, 0.10, 0.11, 0.11, 0.11, 0.11, 0.08, -0.28, 1.05, -0.38, -0.10, -0.09, -0.09, -0.09, -0.10, -0.39, -0.11, -0.08, -0.09, -0.08, -0.14, -0.45, -0.07, -0.08, -0.42, -0.31, 1.01, -0.35, -0.07, -0.08, -0.09, -0.09, -0.13, -0.35, -0.08, -0.08, -0.09, -0.09, -0.10, -0.09, 0.01, 0.08, 0.10, 0.10, 0.10, 0.10, 0.10, 0.10, 0.10, 0.10, 0.10, 0.02, 0.09, 0.09, 0.07, 0.09, 0.09, 0.10, 0.10, 0.10, 0.08, 0.09, 0.10, 0.10, 0.10, 0.09, -0.03, -0.07, -0.78, 0.70, 0.12, -0.18, -0.01, -0.09, -0.09, -0.01, -0.16, 0.05, 0.10, 0.09, 0.15, 0.11, 0.10, 0.10, 0.11]
}